[1]
{
  "formula": "C5H4ClO2",
  "method": "ωB97M-V/def2-TZVPD",
  "charge": -1,
  "fmax_ev_per_a": 3.0,
  "homo_lumo_gap_ev": 7.26,
  "homo_ev": -4.16,
  "multiplicity": 1,
  "e_tot_ev": -21867.134,
  "lumo_energy_ha": 0.114,
  "relative_energy_kcal_mol": 4.9,
  "smiles": "O=C([O-])/C=C/C=C/Cl",
  "elements": ["Cl", "O", "O", "C", "C", "C", "C", "C", "H", "H", "H", "H"],
  "coordinates": [[1.48, -0.17, 2.81], [-3.26, -0.92, -0.80], [-2.11, -0.54, -2.72], [-0.02, 0.22, -0.77], [0.47, -0.14, 1.43], [-2.24, -0.73, -1.50], [-0.95, -0.75, -0.69], [0.97, 0.19, 0.28], [-0.94, -1.67, -0.14], [1.99, 0.22, 0.25], [-0.16, 0.99, -1.47], [-0.59, -0.32, 1.52]]
}

[2]
{
  "formula": "C2F7InNO4S2",
  "method": "ωB97M-V/def2-TZVPD",
  "charge": 0,
  "fmax_ev_per_a": 7.0,
  "homo_lumo_gap_ev": [8.40, 3.89],
  "homo_ev": [-10.41, -10.41],
  "multiplicity": 2,
  "e_tot_ev": -57614.205,
  "lumo_energy_ha": [-0.074, -0.240],
  "elements": ["In", "S", "S", "F", "F", "F", "F", "F", "F", "F", "O", "O", "O", "O", "N", "C", "C"],
  "coordinates": [[-17.39, -26.73, 24.55], [-15.51, -24.13, 22.37], [-13.77, -26.02, 22.25], [-15.59, -25.62, 20.01], [-17.98, -29.31, 25.66], [-14.95, -23.39, 19.91], [-13.41, -26.53, 24.94], [-17.05, -23.88, 20.07], [-11.54, -26.38, 23.82], [-12.66, -24.72, 24.40], [-14.52, -23.11, 22.67], [-16.82, -23.82, 22.97], [-13.65, -27.42, 21.85], [-13.05, -25.14, 21.34], [-15.18, -25.73, 22.84], [-12.77, -25.92, 23.94], [-15.82, -24.30, 20.41]]
}

[3]
{
  "formula": "C26H46O2P2Pd",
  "method": "ωB97M-V/def2-TZVPD",
  "charge": 2,
  "fmax_ev_per_a": 5.2,
  "homo_lumo_gap_ev": [5.68, 2.53],
  "homo_ev": [-11.74, -11.43],
  "multiplicity": 5,
  "e_tot_ev": -53838.811,
  "lumo_energy_ha": [-0.223, -0.327],
  "relative_energy_kcal_mol": 0.0,
  "elements": ["Pd", "P", "P", "O", "O", "C", "C", "C", "C", "C", "C", "C", "C", "C", "C", "C", "C", "C", "C", "C", "C", "C", "C", "C", "C", "C", "C", "C", "C", "C", "C", "H", "H", "H", "H", "H", "H", "H", "H", "H", "H", "H", "H", "H", "H", "H", "H", "H", "H", "H", "H", "H", "H", "H", "H", "H", "H", "H", "H", "H", "H", "H", "H", "H", "H", "H", "H", "H", "H", "H", "H", "H", "H", "H", "H", "H", "H"],
  "coordinates": [[-2.03, 0.46, -3.27], [-0.06, -2.54, 0.21], [-0.90, -0.57, 2.38], [1.55, -1.12, 3.35], [1.14, -2.17, 1.41], [-4.45, -0.74, -4.24], [2.88, -1.74, 3.32], [-1.23, 0.66, 1.11], [-2.07, -1.47, -3.80], [2.15, 2.72, 0.04], [3.17, 1.76, -0.20], [4.92, 0.52, 1.21], [0.62, -3.97, -0.64], [-0.96, 0.25, 3.97], [0.76, -1.31, 2.34], [-2.08, -1.34, -2.38], [3.62, 1.26, -1.52], [-3.69, 0.87, -2.31], [-3.32, -1.50, -1.55], [3.43, 2.13, 3.50], [-1.93, -2.05, 2.23], [3.09, 2.15, 2.06], [1.37, 3.42, -1.00], [2.09, 2.94, 1.44], [3.75, 1.41, 1.04], [0.03, 0.73, -2.87], [-3.94, 0.58, -3.69], [1.22, 3.91, 2.15], [-3.95, -0.13, -1.22], [-3.34, -1.78, -4.54], [-1.31, -3.17, 1.37], [-3.50, 0.25, -0.29], [2.84, -2.75, 2.91], [-2.11, -2.42, 3.25], [-0.75, -0.46, 4.78], [0.71, 3.44, 3.00], [-0.47, 1.45, 1.15], [-5.22, -1.17, -3.59], [-3.13, -1.75, -5.62], [1.42, -3.63, -1.32], [2.84, 1.40, -2.28], [4.69, -0.51, 0.88], [-5.02, -0.24, -1.02], [-1.12, -1.78, -4.26], [-0.21, 1.05, 4.00], [5.77, 0.86, 0.60], [-3.03, -2.01, -0.61], [5.24, 0.48, 2.25], [-2.08, -3.69, 0.79], [2.93, 2.95, 4.02], [0.21, 0.69, -1.78], [-0.17, -4.42, -1.25], [-3.69, -2.80, -4.31], [0.26, 1.72, -3.30], [-4.02, -2.16, -2.07], [3.52, -1.09, 2.72], [-1.22, 0.23, 0.09], [4.52, 1.79, -1.86], [1.02, -4.71, 0.07], [-0.81, -3.92, 2.00], [-3.72, 1.92, -2.02], [3.18, -1.75, 4.37], [2.03, 4.02, -1.64], [-4.94, -0.50, -5.19], [-2.21, 1.11, 1.29], [0.57, -0.08, -3.38], [0.45, 4.31, 1.48], [1.80, 4.76, 2.53], [4.51, 2.23, 3.64], [0.84, 2.70, -1.65], [3.87, 0.19, -1.47], [-1.95, 0.69, 4.12], [-4.12, 1.44, -4.34], [0.63, 4.09, -0.55], [-1.13, -1.51, -1.85], [3.12, 1.18, 3.98], [-2.91, -1.74, 1.82]]
}

[4]
{
  "formula": "C7H4Cl3CoGeO4S",
  "method": "ωB97M-V/def2-TZVPD",
  "charge": 1,
  "fmax_ev_per_a": 6.6,
  "homo_lumo_gap_ev": [7.54, 6.42],
  "homo_ev": [-13.42, -13.76],
  "multiplicity": 6,
  "e_tot_ev": -158048.733,
  "lumo_energy_ha": [-0.216, -0.270],
  "elements": ["Ge", "Co", "Cl", "Cl", "Cl", "S", "O", "O", "O", "O", "C", "C", "C", "C", "C", "C", "C", "H", "H", "H", "H"],
  "coordinates": [[0.96, -2.10, -2.27], [0.28, -0.37, 0.59], [-0.65, -3.35, -2.99], [2.88, -2.87, -2.86], [0.84, -2.70, 0.04], [-0.61, -0.73, 2.65], [-1.29, -0.50, -0.14], [1.59, 0.31, -0.36], [-3.41, -0.34, -0.82], [1.84, 0.03, 0.90], [-3.93, -2.68, 3.54], [-2.19, -1.41, 2.43], [-4.71, -2.64, 2.38], [-4.24, -1.96, 1.26], [-2.57, -0.66, -0.02], [-2.99, -1.37, 1.27], [-2.70, -2.06, 3.57], [-2.10, -2.07, 4.47], [-4.84, -1.90, 0.36], [-5.67, -3.13, 2.35], [-4.28, -3.21, 4.41]]
}

[5]
{
  "formula": "C40H30N6O4Re",
  "method": "ωB97M-V/def2-TZVPD",
  "charge": 0,
  "fmax_ev_per_a": 3.1,
  "homo_lumo_gap_ev": [6.12, 6.36],
  "homo_ev": [-6.96, -7.73],
  "multiplicity": 4,
  "e_tot_ev": -61226.331,
  "lumo_energy_ha": [-0.031, -0.050],
  "relative_energy_kcal_mol": 14.7,
  "elements": ["Re", "O", "O", "O", "O", "N", "N", "N", "N", "N", "N", "C", "C", "C", "C", "C", "C", "C", "C", "C", "C", "C", "C", "C", "C", "C", "C", "C", "C", "C", "C", "C", "C", "C", "C", "C", "C", "C", "C", "C", "C", "C", "C", "C", "C", "C", "C", "C", "C", "C", "C", "H", "H", "H", "H", "H", "H", "H", "H", "H", "H", "H", "H", "H", "H", "H", "H", "H", "H", "H", "H", "H", "H", "H", "H", "H", "H", "H", "H", "H", "H"],
  "coordinates": [[-0.85, -0.85, -0.98], [0.83, 3.99, 0.23], [-0.49, 1.79, -0.10], [-0.05, -2.22, -2.17], [-2.06, 0.28, -2.23], [-0.21, 1.45, -2.75], [-2.57, -2.06, -0.83], [-1.82, 0.93, 1.60], [0.32, -1.47, 0.48], [0.40, 0.30, -2.23], [-2.16, 0.04, 0.67], [0.38, 3.93, 1.53], [-4.13, 4.50, -3.71], [-3.97, -3.66, -1.82], [-3.23, -0.63, 0.90], [3.21, -2.86, 2.03], [-0.88, 2.89, 3.36], [3.33, 1.11, 3.12], [-3.73, 2.39, -2.68], [-1.94, 3.57, -3.76], [3.06, 1.90, 0.88], [-0.48, 2.87, 2.01], [1.56, -0.02, -2.70], [-1.50, 1.36, -2.64], [-2.78, 4.64, -4.03], [3.52, -1.53, -2.41], [0.96, -3.70, 2.34], [-0.89, 1.79, 1.11], [2.28, 0.81, 0.63], [-2.75, -3.08, -1.71], [-2.40, 2.47, -3.05], [1.27, -2.46, -2.19], [0.79, 4.96, 2.44], [1.48, -4.81, 3.01], [2.85, -4.96, 3.12], [2.16, -1.33, -2.40], [3.17, -3.85, -2.15], [-5.07, -3.24, -1.02], [1.30, -1.49, 1.24], [-0.51, 3.92, 4.18], [-3.57, -1.65, 0.01], [3.55, 2.09, 2.16], [3.69, -3.98, 2.67], [0.29, 4.98, 3.68], [1.83, -3.74, -2.02], [-4.64, 3.38, -3.07], [2.04, -0.18, 1.59], [-4.86, -2.23, -0.14], [1.83, -2.73, 1.88], [4.04, -2.78, -2.37], [2.60, -0.04, 2.81], [-1.53, 2.10, 3.68], [4.19, -0.73, -2.62], [3.27, 2.55, 0.09], [0.35, 3.26, -0.27], [1.23, -4.63, -1.87], [0.77, -5.48, 3.54], [-0.11, -3.59, 2.23], [-6.08, -3.66, -1.18], [-4.07, -4.50, -2.48], [4.19, 2.94, 2.45], [-0.86, 3.60, -3.94], [-5.71, 3.37, -2.65], [-2.36, 5.53, -4.48], [3.25, -5.85, 3.68], [1.38, 5.78, 2.11], [0.55, 5.73, 4.41], [-1.98, -3.22, -2.41], [-4.80, 5.37, -3.90], [3.60, -4.87, -2.05], [-0.79, 4.03, 5.23], [4.74, -4.24, 2.76], [5.08, -2.99, -2.53], [1.82, 0.65, -0.34], [3.66, 1.13, 4.19], [-4.08, 1.46, -2.17], [2.10, 0.66, -3.35], [-3.81, -0.30, 1.77], [3.84, -2.07, 1.62], [-5.69, -1.87, 0.46], [2.63, -0.89, 3.49]]
}

[6]
{
  "formula": "C5H12N2O",
  "method": "ωB97M-V/def2-TZVPD",
  "charge": 0,
  "fmax_ev_per_a": 0.7,
  "homo_lumo_gap_ev": 9.75,
  "homo_ev": -8.82,
  "multiplicity": 1,
  "e_tot_ev": -10406.013,
  "lumo_energy_ha": 0.034,
  "relative_energy_kcal_mol": 55.6,
  "smiles": "CC(C)=NN.CC=O",
  "elements": ["O", "N", "N", "C", "C", "C", "C", "C", "H", "H", "H", "H", "H", "H", "H", "H", "H", "H", "H", "H"],
  "coordinates": [[2.23, 1.74, -0.66], [-0.23, -1.75, -0.59], [-0.30, -0.38, -0.54], [-1.22, 1.71, 0.07], [2.23, 0.82, 0.11], [-1.28, 0.22, 0.00], [-2.51, -0.45, 0.56], [2.95, -0.48, -0.09], [-2.07, 2.14, -0.46], [-1.11, -2.25, -0.53], [-2.25, -1.09, 1.41], [-0.30, 2.06, -0.38], [3.41, -0.52, -1.07], [-1.27, 2.03, 1.11], [-2.99, -1.08, -0.19], [1.70, 0.88, 1.08], [0.31, -2.02, -1.40], [3.70, -0.59, 0.68], [2.23, -1.29, 0.02], [-3.23, 0.29, 0.90]]
}

[7]
{
  "formula": "C11H22LuN6O5",
  "method": "ωB97M-V/def2-TZVPD",
  "charge": 1,
  "fmax_ev_per_a": 9.5,
  "homo_lumo_gap_ev": 4.26,
  "homo_ev": -8.01,
  "multiplicity": 1,
  "e_tot_ev": -64550.270,
  "lumo_energy_ha": -0.138,
  "relative_energy_kcal_mol": 141.0,
  "elements": ["Lu", "O", "O", "O", "O", "O", "N", "N", "N", "N", "N", "N", "C", "C", "C", "C", "C", "C", "C", "C", "C", "C", "C", "H", "H", "H", "H", "H", "H", "H", "H", "H", "H", "H", "H", "H", "H", "H", "H", "H", "H", "H", "H", "H", "H"],
  "coordinates": [[0.00, 0.00, 0.00], [4.26, 2.37, -1.80], [1.94, -0.51, -2.30], [0.22, -2.33, 0.47], [-0.94, 2.15, -0.10], [-3.03, -0.46, -0.18], [-0.55, 0.11, 2.23], [2.02, 0.37, 1.01], [-1.75, -0.48, -0.77], [0.25, 0.43, 4.29], [0.62, -0.45, -1.81], [3.04, 0.68, 2.98], [2.98, 2.71, -1.43], [0.54, 0.37, 2.98], [-2.88, -1.34, -2.85], [-0.28, -0.93, -2.58], [-0.07, -1.49, -3.99], [-1.58, 0.01, 3.09], [1.87, 0.49, 2.35], [3.98, 0.65, 2.01], [-1.69, -0.89, -1.99], [-1.08, 0.21, 4.37], [3.35, 0.44, 0.79], [2.78, 2.63, -0.37], [5.04, 0.76, 2.17], [3.20, 0.80, 4.01], [-2.77, -1.05, -3.89], [-0.79, 1.76, 0.81], [2.22, 2.35, -2.11], [-0.61, -1.77, 0.31], [0.96, -1.83, 0.01], [-2.85, -0.16, 0.72], [4.45, 2.76, -2.65], [-0.26, -0.73, -4.74], [0.94, -1.86, -4.14], [-3.82, -0.91, -2.51], [-2.61, -0.20, 2.84], [0.90, 0.61, 5.09], [-1.26, 1.37, -0.66], [-0.73, -2.34, -4.19], [-1.65, 0.19, 5.29], [2.43, 0.07, -1.68], [-2.98, -2.43, -2.81], [2.92, 3.79, -1.57], [3.85, 0.34, -0.15]]
}

[8]
{
  "formula": "C36H39CsF3IN8OP",
  "method": "ωB97M-V/def2-TZVPD",
  "charge": -1,
  "fmax_ev_per_a": 1.2,
  "homo_lumo_gap_ev": 5.06,
  "homo_ev": -3.47,
  "multiplicity": 1,
  "e_tot_ev": -78022.926,
  "lumo_energy_ha": 0.059,
  "relative_energy_kcal_mol": 17.0,
  "elements": ["Cs", "I", "P", "F", "F", "F", "O", "N", "N", "N", "N", "N", "N", "N", "N", "C", "C", "C", "C", "C", "C", "C", "C", "C", "C", "C", "C", "C", "C", "C", "C", "C", "C", "C", "C", "C", "C", "C", "C", "C", "C", "C", "C", "C", "C", "C", "C", "C", "C", "C", "C", "H", "H", "H", "H", "H", "H", "H", "H", "H", "H", "H", "H", "H", "H", "H", "H", "H", "H", "H", "H", "H", "H", "H", "H", "H", "H", "H", "H", "H", "H", "H", "H", "H", "H", "H", "H", "H", "H", "H"],
  "coordinates": [[0.05, -0.08, -0.07], [0.97, -7.18, -1.19], [-1.18, 3.42, 2.54], [-8.19, -2.28, -4.98], [-7.73, -0.20, -5.23], [-6.66, -1.67, -6.37], [3.32, -0.24, 0.01], [0.19, 3.25, 0.08], [0.37, -3.39, 0.64], [-0.13, 0.81, 2.83], [1.37, -3.88, 1.37], [-2.27, 1.91, 0.43], [-3.77, 2.95, 1.67], [-0.53, 1.82, 4.75], [0.98, 4.77, 1.48], [-6.14, -1.51, -4.05], [6.79, 0.69, -0.37], [-4.20, -1.60, -2.03], [1.67, 4.90, 0.31], [2.69, -1.13, -2.73], [-0.87, 2.82, 5.73], [-0.54, 1.92, 3.39], [-4.37, 3.73, 2.71], [-0.08, 0.57, 5.04], [-5.34, -2.42, -1.98], [0.10, 3.74, 1.29], [3.55, -3.02, -1.32], [4.92, -0.96, -1.58], [5.15, 1.57, 1.30], [-3.49, 1.67, -0.08], [-3.22, -1.62, -1.02], [-7.16, -1.43, -5.13], [0.91, -5.41, -0.09], [3.94, -1.88, -2.27], [-4.44, 2.31, 0.67], [4.50, -0.18, -0.45], [0.16, -0.04, 3.84], [4.60, 0.76, 2.48], [4.13, 2.62, 0.86], [-6.29, -2.38, -2.97], [-2.38, -1.63, -0.12], [1.74, -5.10, 0.96], [0.06, -4.31, -0.25], [7.17, -0.09, -1.44], [1.18, 5.54, 2.67], [5.50, 0.67, 0.13], [1.17, 3.95, -0.53], [-5.01, -0.69, -4.13], [-4.06, -0.74, -3.14], [-2.44, 2.68, 1.48], [6.22, -0.91, -2.04], [2.44, 5.64, 0.18], [-7.16, -3.02, -2.92], [2.23, -0.65, -1.87], [4.52, 3.22, 0.05], [3.23, 2.11, 0.52], [3.86, 3.28, 1.69], [-3.18, -0.11, -3.21], [1.97, -1.82, -3.17], [-3.90, 4.72, 2.77], [7.52, 1.35, 0.08], [-1.91, 3.13, 5.61], [0.03, 0.22, 6.06], [-3.63, 1.05, -0.94], [-0.74, 2.39, 6.72], [-4.90, -0.03, -4.98], [4.43, -2.31, -3.16], [2.54, -5.66, 1.41], [0.25, 6.06, 2.95], [6.51, -1.53, -2.88], [1.46, 3.73, -1.54], [1.80, -3.30, 2.07], [-5.51, 2.35, 0.59], [-4.27, 3.23, 3.68], [1.96, 6.28, 2.50], [3.11, -2.57, -0.44], [3.71, 0.23, 2.15], [0.52, -1.04, 3.66], [2.83, -3.70, -1.78], [2.94, -0.37, -3.47], [8.19, -0.07, -1.81], [-5.43, 3.86, 2.49], [1.48, 4.91, 3.50], [5.34, 0.03, 2.82], [-5.46, -3.09, -1.14], [4.43, -3.59, -1.03], [4.34, 1.41, 3.32], [-0.73, -4.15, -0.95], [6.06, 2.09, 1.63], [-0.23, 3.69, 5.63]]
}